No. 1
Here is a 2-piece molecular cluster, C6H10O overall in a non-equilibrium geometry from the Open Molecules 2025 dataset. Energies are from wB97M-V/def2-TZVPD.

The geometry in XYZ format:
```
17
Properties=species:S:1:pos:R:3:forces:R:3
O 0.594 0.222 2.474 0.372 -0.532 0.499
C -0.003 0.006 1.256 -1.570 -0.460 0.144
C 0.173 1.249 0.344 -0.582 -0.172 0.276
C 0.509 0.965 -1.135 -0.088 -0.092 0.181
C -0.347 -0.192 -1.646 -0.009 -0.069 0.002
C -0.176 -1.387 -0.745 0.134 -0.129 0.040
C 0.080 -1.278 0.561 0.197 -0.240 -0.238
H 0.002 -0.375 2.959 1.093 0.413 0.918
H -1.287 -0.632 2.041 0.834 1.816 -2.174
H 0.922 1.932 0.781 -0.300 -0.505 0.151
H -0.782 1.768 0.409 -0.097 0.298 -0.150
H 1.569 0.704 -1.260 -0.220 0.002 0.192
H 0.343 1.869 -1.739 -0.019 -0.181 0.254
H -1.404 0.120 -1.673 0.122 -0.088 0.014
H -0.077 -0.457 -2.674 -0.024 0.041 0.146
H -0.282 -2.377 -1.173 0.042 0.033 -0.035
H 0.165 -2.137 1.219 0.114 -0.136 -0.220
```
Positions in Å, forces in eV/Å.

Properties
Energy (hartree): -309.73306
Highest occupied orbital energy (eV): -8.38
HOMO-LUMO gap (eV): 8.744
ΔE to the lowest compared entry with this formula, charge and spin (kcal per mole): 68.6
E_LUMO (eV): 0.359

No. 2
Here is an isolated molecule of C6H10O in a non-equilibrium geometry from the Open Molecules 2025 dataset. Energies are from wB97M-V/def2-TZVPD.

The geometry in XYZ format:
```
17
Properties=species:S:1:pos:R:3:forces:R:3
O 1.199 -1.349 1.477 0.297 0.028 -0.484
C 1.659 -1.091 0.389 0.043 -0.087 0.339
C 1.677 0.300 -0.204 0.130 -0.026 0.029
C 0.463 1.077 0.278 -0.043 -0.139 -0.037
C -0.690 0.617 -0.605 0.200 -0.371 -0.294
C -1.135 -0.869 -0.782 -1.170 0.939 0.611
C -2.018 0.267 -0.088 -0.156 -0.670 -0.259
H 2.109 -1.889 -0.235 0.027 -0.009 0.100
H 2.633 0.771 0.056 -0.014 -0.082 0.059
H 1.638 0.221 -1.298 0.211 -0.037 0.158
H 0.632 2.161 0.202 -0.209 -0.294 -0.161
H 0.287 0.864 1.340 -0.042 -0.062 -0.247
H -0.715 1.171 -1.546 0.086 -0.291 0.038
H -1.377 -1.273 -1.784 -0.106 0.940 0.554
H -0.920 -1.732 -0.141 0.506 0.885 0.137
H -2.903 0.672 -0.575 0.190 -0.243 -0.060
H -2.102 0.275 1.007 0.048 -0.481 -0.483
```
Positions in Å, forces in eV/Å.

Properties
Energy (hartree): -309.79780
Highest occupied orbital energy (eV): -9.82
HOMO-LUMO gap (eV): 10.924
ΔE to the lowest compared entry with this formula, charge and spin (kcal per mole): 28.0
E_LUMO (eV): 1.109
Structure (SMILES): O=CCCC1CC1

No. 3
Here is a 2-piece molecular cluster, C6H10O overall in a non-equilibrium geometry from the Open Molecules 2025 dataset. Energies are from wB97M-V/def2-TZVPD.

The geometry in XYZ format:
```
17
Properties=species:S:1:pos:R:3:forces:R:3
C -1.221 0.053 0.630 1.692 -0.645 0.591
C -0.282 0.445 1.279 -1.606 -0.407 -0.095
C 1.462 0.240 -1.682 1.103 4.265 -2.077
C 1.273 -0.768 -0.895 1.661 -0.821 2.344
C -2.322 -0.600 -0.039 -0.422 4.264 -1.290
C 0.654 1.250 2.021 1.431 -0.142 -0.151
O 0.759 -1.938 -1.234 -2.424 -0.611 -2.468
H 1.122 0.281 -2.731 -0.063 -0.618 0.497
H 1.985 1.255 -1.491 -0.946 -2.134 0.497
H 1.605 -0.923 0.126 0.347 0.941 0.002
H -2.366 -0.248 -1.166 -0.444 -0.843 2.367
H -3.109 -0.237 0.642 -0.827 0.182 -1.167
H -2.388 -1.599 0.106 0.438 -3.312 -0.080
H 1.734 0.985 1.689 -1.660 0.754 0.910
H 0.499 1.283 3.123 0.347 -0.551 -0.736
H 0.345 2.227 1.684 0.744 0.812 -0.049
H 0.250 -1.705 -2.062 0.628 -1.136 0.907
```
Positions in Å, forces in eV/Å.

Properties
Energy (hartree): -309.71106
Highest occupied orbital energy (eV): -8.61
HOMO-LUMO gap (eV): 9.505
ΔE to the lowest compared entry with this formula, charge and spin (kcal per mole): 82.4
E_LUMO (eV): 0.894
Structure (SMILES): CC#CC.C=CO

Among the records above, which one has the lowest E_LUMO?
number 1